1.
13
Properties=species:S:1:pos:R:3:forces:R:3 method="wB97M-V/def2-TZVPD" homo_ev=-8.4 gap_ev=9.16 e_above_lowest_kcal_mol=47.1 smiles="NC[C@H]1OC=NS1"
O -0.661018 0.869889 0.703673 -0.346 0.815 0.550
H -0.266894 -0.748710 1.849811 0.030 -0.197 -0.313
N -2.218309 0.039307 -0.746451 0.386 0.555 1.052
H 0.788786 0.861490 -1.159431 0.469 -1.309 0.153
H 2.215020 0.131961 -1.370296 -0.605 -0.533 0.327
S -1.496154 -1.426325 -0.141595 -0.417 0.602 -0.529
N 1.248579 -0.081831 -1.078575 0.245 2.355 -1.332
H 1.779722 -0.073012 1.018906 0.352 0.570 0.105
C -0.254195 -0.495485 0.780717 0.525 0.182 0.715
C -1.695909 1.036029 -0.122269 -0.640 -2.027 -1.468
C 1.163815 -0.542821 0.261176 -0.169 -1.512 0.764
H -2.036324 2.032449 -0.294711 -0.003 0.582 0.072
H 1.432884 -1.602938 0.299048 0.173 -0.084 -0.096



2.
45
Properties=species:S:1:pos:R:3:forces:R:3 method="wB97M-V/def2-TZVPD" homo_ev=-9.2 gap_ev=9.02 e_above_lowest_kcal_mol=35.6
O 2.264333 -2.621067 1.127889 0.408 -0.912 1.464
H -0.799667 -2.230067 1.642889 0.349 -0.216 -0.939
O -2.575667 0.888933 -1.725111 0.119 1.348 1.740
H -0.048667 -2.197067 -1.760111 -0.849 0.573 -0.513
H 2.350333 0.374933 -2.731111 0.560 -1.382 1.201
H 1.002333 -0.207067 2.464889 -2.460 0.321 2.180
H -2.381667 2.618933 2.219889 -1.433 0.507 0.762
O -0.022667 -3.222067 -0.050111 0.160 2.149 -0.020
H -3.046667 -0.563067 1.221889 -0.038 0.196 -0.286
H 0.769333 1.915933 0.011889 0.508 -0.083 -0.119
H 1.881333 -1.762067 1.339889 0.009 0.999 -0.261
H -1.286667 2.691933 0.074889 0.373 -0.515 0.344
H 2.848333 -1.525067 -1.176111 0.331 -0.854 0.170
H -1.840667 3.725933 -0.740111 -0.533 1.082 -0.581
O -0.372667 1.610933 -3.284111 -1.168 0.495 -0.666
O -2.281667 -0.679067 0.651889 0.685 -0.907 2.071
H 3.514333 -0.211067 -0.636111 -0.453 -0.446 -0.372
H -2.567667 1.845933 -1.491111 0.559 -0.886 0.150
H -0.440667 -0.721067 -2.026111 -0.069 -0.559 -0.226
O -0.491667 0.245933 3.426889 -0.355 -1.135 -0.817
O 2.064333 0.877933 -3.463111 0.154 1.509 -1.584
H 2.301333 -2.991067 2.043889 0.125 -0.096 -1.148
H 1.898333 1.553933 0.994889 -0.332 -0.085 -0.033
H -0.047667 -4.141067 -0.043111 -0.671 -2.719 -0.223
H 2.524333 -0.190067 2.459889 -0.569 0.221 -0.232
O -1.611667 2.306933 1.792889 0.510 -1.242 -0.449
O 0.113333 0.290933 -0.602111 1.060 0.530 -1.355
O 1.551333 2.271933 0.459889 0.161 0.914 0.178
O -1.047667 -2.318067 2.560889 2.053 0.473 0.716
O -0.547667 -1.622067 -2.386111 0.613 -0.419 0.224
H 1.872333 0.327933 -4.223111 0.095 -0.429 0.137
O -1.015667 3.269933 -0.642111 -0.088 -0.247 -0.132
H 0.865333 -3.089067 0.316889 0.345 0.321 0.147
O 1.727333 -0.082067 1.905889 3.280 -0.442 -1.415
H -3.095667 0.950933 -2.498111 -0.836 -0.634 -1.746
H -0.971667 2.996933 1.888889 0.992 0.804 0.164
H 0.549333 1.365933 -3.234111 0.720 0.080 -0.018
H 0.937333 -0.187067 -0.435111 0.080 0.166 -0.009
H -0.733667 1.352933 -2.444111 -0.227 -0.037 0.419
H -0.484667 0.112933 0.086889 -1.313 -0.674 1.583
O 2.806333 -0.579067 -1.197111 0.122 1.147 0.376
H -0.881667 0.925933 2.870889 0.010 0.759 -0.039
H -2.461667 -0.318067 -0.189111 -0.783 0.801 -1.988
H -1.943667 -2.516067 2.466889 -2.403 -0.609 0.080
H -0.841667 -0.552067 2.945889 0.197 0.131 1.066



3.
88
Properties=species:S:1:pos:R:3:forces:R:3 method="wB97M-V/def2-TZVPD" homo_ev="-12.9 / -12.9" gap_ev="6.44 / 4.14" e_above_lowest_kcal_mol=0.0 total_charge=+2 spin_multiplicity=2 s_squared=0.752
H -0.974506 5.538729 -7.561253 0.044 -0.016 0.361
C -0.900903 5.383149 -6.482021 -0.104 -0.437 0.746
H -0.694096 5.068405 -2.661025 0.073 -0.016 -0.335
H -4.865430 -3.461487 -0.347877 -0.011 0.005 -0.269
C -1.236291 4.145864 -5.908031 0.159 0.328 0.176
C -2.724692 -0.801027 -3.607745 -0.064 0.107 0.460
H 1.335266 0.038341 7.942113 0.014 0.263 -0.039
C -2.815213 1.693519 -0.648429 0.348 -0.280 -0.336
Cu -1.820574 0.986698 -4.065587 -0.422 -0.709 -0.688
H 2.904678 -0.091157 4.474812 0.080 0.114 0.139
H -1.813979 -1.262590 6.443943 0.262 0.127 -0.031
H -3.649172 -0.442512 -3.137236 0.354 -0.008 0.008
H 3.207979 -0.284974 -3.165909 0.043 0.044 0.263
C -0.398714 0.988331 0.546986 -0.375 -0.185 0.127
H 0.521633 1.549800 7.452062 0.263 -0.139 -0.046
C 2.776440 0.669002 5.254388 0.271 0.096 -0.178
H -0.024183 -2.230533 -3.321702 0.079 -0.078 0.138
C -0.644310 -2.645492 -2.515035 -0.074 0.737 -0.214
H -0.811489 -4.523205 -1.392366 0.092 0.153 -0.227
C 0.399275 0.616558 5.026377 -0.085 -0.135 0.773
H -2.510803 -2.868724 -0.626648 -0.143 0.120 -0.310
H 4.381899 0.074154 -1.896722 -0.421 0.040 0.013
H -3.846913 -0.829378 -5.434033 0.470 0.165 -0.086
H -2.402826 0.206207 -5.597575 -0.231 0.042 -0.564
H 2.806527 0.924631 -1.939406 0.178 -0.229 -0.068
H -0.056950 7.175484 -3.846533 -0.138 -0.241 -0.354
H -0.575455 -4.737332 -3.135647 0.097 0.199 0.222
C 3.307029 -0.041653 -2.100516 0.091 0.207 -0.165
C 1.396600 0.911151 7.279169 -0.005 -0.056 0.456
H 2.303916 1.463545 7.543276 -0.260 0.009 -0.030
O 0.544776 0.886541 3.829324 -0.159 -0.228 0.122
H -1.583389 3.339681 -6.553270 0.137 0.075 0.242
H 2.721676 -3.873141 0.038233 0.111 0.137 0.129
N -0.479906 6.406795 -5.743075 0.133 0.424 -0.247
H -1.196476 -0.114086 7.647721 0.063 -0.249 -0.232
C -0.731323 5.122558 -3.750913 -0.011 -0.240 -0.199
H 2.706493 -1.967334 2.461717 -0.185 0.124 -0.303
C -0.395599 6.305192 -4.417995 -0.338 -0.820 0.083
P -2.405664 -2.494911 -3.054670 -0.701 -2.730 0.529
H -0.501700 -2.043004 -1.604689 0.138 -0.024 -0.111
H -3.467628 -1.464627 -1.143020 0.071 -0.227 0.231
H -1.821234 -0.375607 -3.082743 -0.056 0.069 0.287
C -2.012548 0.637761 4.822614 -0.295 0.139 -0.137
C 2.680592 -1.160176 -1.264356 -0.992 0.232 -0.374
H 3.842101 1.135112 0.411810 0.015 -0.161 0.230
H 3.579360 0.546425 2.058713 0.082 -0.008 -0.279
C -1.588231 2.065143 -1.268438 -0.110 -0.924 1.495
C -1.398346 2.760053 -3.841217 0.197 0.277 3.080
Br -1.503709 -1.292194 1.800700 0.127 -0.620 0.511
H 0.517473 2.394089 -0.797942 -0.063 -0.280 -0.194
C -1.579353 0.300863 0.881709 -0.090 1.101 -0.907
H 1.720047 -1.474033 -1.712559 0.397 -0.008 0.097
H -0.055996 -1.173974 6.767516 -0.325 0.053 0.003
C -0.296019 -4.115750 -2.273558 0.014 -0.194 -0.002
C -2.793799 -0.734485 -5.133698 0.025 -0.498 -0.330
C -1.126440 3.998092 -4.512183 0.171 1.272 -1.250
C -3.225036 -2.509653 -1.383561 0.072 0.113 -0.190
C -0.977671 -0.589004 6.678064 -0.154 -0.069 0.524
C -1.513871 2.250603 -2.670001 0.326 3.155 -1.989
H -3.745438 0.355052 0.768529 0.238 0.163 -0.055
N -0.838083 0.406193 5.630052 0.985 0.098 -0.794
C 3.792306 0.223347 1.026299 -0.865 1.288 0.314
C 2.365801 -2.246705 1.452212 -1.202 0.218 0.574
H 3.327719 -2.049511 -1.245682 -0.218 0.232 0.263
H 3.327832 -4.161400 1.663284 -0.119 0.230 -0.051
H -2.247082 -0.227371 4.182647 -0.048 0.203 0.278
H 5.140965 -1.381887 1.652055 -0.038 0.160 -0.152
H 5.924764 0.139237 1.248414 -0.263 -0.005 -0.028
H -2.857424 0.828461 5.496767 0.151 0.009 -0.269
H 1.313191 -2.556350 1.554936 0.333 -0.119 0.164
C -0.400136 1.889555 -0.505829 -0.428 -0.416 -0.534
H 0.540449 0.726882 1.046421 -0.531 0.412 0.225
H -2.212924 -1.552293 -5.586140 -0.201 0.369 0.063
C 5.110847 -0.535395 0.958588 0.320 -0.507 -0.115
P 2.290867 -0.684809 0.475181 3.081 -1.739 -0.243
H -3.767215 2.069618 -1.028870 0.295 -0.357 -0.212
H 2.877197 1.660585 4.786580 0.067 -0.193 0.111
H 3.548732 0.544457 6.018104 -0.076 -0.047 -0.255
H 0.783501 -4.231435 -2.113972 -0.213 -0.001 0.000
H -5.278116 -2.886100 -1.975441 0.098 -0.182 0.099
C -2.811212 0.769917 0.390724 0.459 0.092 0.251
H -1.848883 1.503955 4.173621 -0.086 -0.143 0.198
N 1.486619 0.507965 5.884136 -0.624 0.148 -0.709
H 5.343758 -0.893038 -0.051610 -0.087 0.014 0.228
C -4.492538 -3.362597 -1.375790 -0.261 0.002 0.162
H -4.329170 -4.371717 -1.777857 0.053 0.310 0.109
C 3.206847 -3.390273 0.893843 0.263 -0.260 -0.433
H 4.213481 -3.074810 0.596741 -0.264 -0.101 0.051



4.
30
Properties=species:S:1:pos:R:3:forces:R:3 method="wB97M-V/def2-TZVPD" homo_ev=-10.7 gap_ev=10.60 e_above_lowest_kcal_mol=87.1 smiles=O.O.O.O.O.O.O.O.O.O
O -2.492484 -2.967061 1.097456 -0.111 -0.015 0.079
H 1.856415 2.116552 -1.797062 -0.128 -0.093 0.236
H -4.762582 0.070041 -1.096132 -0.077 -0.026 0.011
O -5.603654 -0.370515 -1.261958 0.102 0.147 -0.050
O 5.817306 0.136656 -0.681027 -0.112 0.121 0.051
O 1.617460 -3.149770 -0.784507 -0.449 -0.112 -0.755
H -2.491640 -3.779892 1.615428 0.055 0.082 -0.083
O 2.534258 1.499473 -1.499181 0.293 0.046 -0.222
H -3.061197 0.515857 2.795809 -0.010 -0.023 0.090
O 3.105722 -2.453298 1.090654 0.624 0.290 0.620
H 0.599074 3.936194 2.999040 -0.050 0.075 -0.076
H -2.138130 1.222900 -3.231559 -0.049 0.074 -0.077
O -2.827731 -0.039870 3.547906 0.029 0.108 -0.122
O -3.068101 1.298954 -3.473135 0.086 -0.151 0.205
H 1.014375 4.093382 1.545472 -0.132 -0.020 -0.020
H 6.231587 0.881987 -0.231758 0.013 -0.094 -0.035
O 0.393546 4.433679 2.199504 0.147 -0.078 0.090
H 3.925857 -2.305761 0.606297 -0.045 -0.010 0.015
H -2.110266 0.438115 3.978909 -0.048 -0.100 -0.015
H -3.030709 -2.358820 1.616442 0.077 -0.006 0.033
H 2.788334 -1.565395 1.290360 -0.045 -0.184 -0.052
H -6.195429 0.344263 -1.522505 0.016 -0.069 0.008
H 4.874973 0.336094 -0.646056 -0.021 -0.014 0.003
H 1.080717 -3.148096 -1.585065 -0.050 -0.083 0.004
O 0.118293 1.360537 -0.045600 -0.188 -0.078 -0.017
H 0.745412 0.637102 0.065549 0.076 0.052 -0.124
H 3.196815 1.523263 -2.198783 -0.001 -0.048 0.021
H -0.710771 0.920599 -0.264909 0.054 0.061 0.102
H -3.412100 0.404991 -3.365969 -0.073 0.017 -0.099
H 2.004652 -4.032172 -0.763608 0.017 0.129 0.177



5.
45
Properties=species:S:1:pos:R:3:forces:R:3 method="wB97M-V/def2-TZVPD" homo_ev=0.8 gap_ev=3.40 e_above_lowest_kcal_mol=61.6 total_charge=-2
H -0.933477 1.998718 1.883345 0.106 0.283 -0.124
H -4.708296 -1.325408 0.538507 0.288 -0.163 0.074
H 2.846700 0.737470 -2.125909 -0.583 -0.537 0.291
O -1.556724 -2.594441 -1.759145 -2.311 0.383 1.381
C 4.280578 -0.462410 0.878838 0.440 0.255 0.112
H -3.894176 -0.557989 1.962093 0.024 -0.369 -0.069
H -0.693407 -0.511490 2.170052 -0.227 0.173 0.049
C 3.307047 0.806337 -1.138714 0.710 1.055 -0.422
H 2.768777 1.540564 -0.536312 -0.271 -0.293 0.115
O -0.906921 -0.201891 -4.512856 1.215 2.533 -0.229
C 3.541398 -0.509322 -0.445623 -0.396 -0.610 -0.619
O -0.348564 0.817470 -2.564265 0.342 2.721 1.363
C 0.039129 1.505666 1.791918 0.976 -1.618 0.778
C -0.660765 -3.532295 -1.546439 0.415 3.538 -3.877
C -0.088296 0.013214 -3.534976 -3.761 -5.020 -0.602
H 1.106270 3.334557 1.804101 0.238 0.093 0.055
H -2.505724 -1.453985 -0.373924 0.928 -0.252 -0.820
H -3.003384 1.166959 0.622706 0.425 0.111 -0.302
C -0.016467 0.221750 2.613604 -0.217 -0.139 -0.290
C 1.188120 2.367591 2.317261 -0.708 1.366 -0.336
H 0.331133 1.966917 -0.026700 -0.051 -0.548 -0.857
H 2.197635 2.008819 2.126818 -0.199 -0.518 -0.079
H 0.958792 -0.268305 2.637946 0.109 0.182 0.123
O 0.293171 1.123100 0.445760 -0.107 1.373 0.676
C -3.955442 0.657017 -1.251350 0.584 0.517 -0.189
H -4.777110 1.362130 -1.097122 -0.255 -0.250 0.156
H 4.452854 -1.473477 1.255944 -0.042 -0.031 -0.032
C -4.323176 -0.398336 0.969761 -0.392 -0.007 0.415
O 0.122341 -3.162302 -0.567869 1.549 -1.592 1.798
H 2.545142 -2.049166 0.047281 -0.924 -0.326 -0.291
O 2.288771 -1.174748 -0.273049 0.735 0.174 0.892
H -3.239815 1.191314 -1.880278 0.172 -0.391 -0.157
O 0.638350 -1.014337 -3.219466 2.554 0.628 0.695
O -2.180483 -0.556595 -0.119579 -0.968 0.121 0.876
H -4.281384 -0.250542 -1.759933 -0.066 0.114 -0.163
H -5.207099 0.227987 1.125198 0.081 0.218 -0.129
H 4.079255 -1.186162 -1.123587 0.388 0.405 -0.056
H 5.262087 0.004331 0.751485 0.006 -0.008 -0.024
Ca 0.020121 -0.853990 -0.882981 -0.585 -1.371 -2.978
H 4.251345 1.312383 -1.380757 0.276 -0.268 0.329
O -0.419894 -4.263985 -2.547490 0.408 -1.810 2.225
H 3.756667 0.089227 1.662507 -0.219 0.064 -0.170
H -0.350597 0.477768 3.620323 0.071 -0.224 0.084
C -3.302796 0.272006 0.063726 -0.721 0.220 0.277
H 1.078336 2.597900 3.379144 -0.037 -0.182 0.052